No. 1
# C28H42F3N3O5

A 3-piece molecular cluster, C28H42F3N3O5 overall at a distorted geometry (wB97M-V/def2-TZVPD, OMol25).

```
! RIJCOSX wB97M-V def2-TZVPD def2/J DEFGRID3
* xyz 0 3
O -1.457 1.298 -0.504
C -0.514 1.645 0.130
N 0.291 2.859 -0.032
C 0.865 3.308 1.243
O 1.146 4.422 1.545
C 0.932 1.974 2.043
C 1.611 1.615 3.264
C 2.443 2.694 4.042
O 2.603 2.292 5.420
C 1.581 2.719 6.217
F 0.387 2.097 5.985
F 1.934 2.383 7.506
F 1.385 4.065 6.216
C 1.541 0.266 3.837
C 0.735 -0.714 3.116
C 0.008 -0.398 1.886
C 0.125 0.940 1.369
H 1.141 2.438 -0.452
H 3.471 2.766 3.594
H 1.976 3.698 3.901
H 2.058 -0.037 4.766
H 0.659 -1.732 3.568
H -0.629 -1.139 1.359
C -4.551 -4.832 0.423
C -3.260 -5.253 1.175
C -3.526 -6.355 2.223
C -4.128 -5.872 3.536
C -3.315 -4.709 4.096
C -3.169 -3.566 3.081
N -2.631 -4.034 1.764
O -1.339 -4.284 1.924
C -4.552 -2.892 2.929
C -2.296 -2.455 3.686
C -2.419 -5.923 0.068
H -4.972 -3.885 0.747
H -4.360 -4.682 -0.642
H -5.336 -5.587 0.516
H -2.580 -6.854 2.464
H -4.169 -7.129 1.795
H -5.175 -5.592 3.393
H -4.129 -6.692 4.259
H -3.794 -4.343 5.009
H -2.328 -5.075 4.400
H -4.529 -2.110 2.166
H -4.854 -2.420 3.866
H -5.354 -3.588 2.687
H -1.307 -2.809 3.982
H -2.759 -2.044 4.585
H -2.170 -1.633 2.979
H -2.117 -5.204 -0.698
H -3.008 -6.702 -0.423
H -1.520 -6.406 0.456
C 4.752 3.308 -5.096
C 3.652 2.548 -4.308
C 2.887 1.541 -5.193
C 1.817 2.147 -6.090
C 0.888 3.043 -5.277
C 1.659 4.122 -4.503
N 2.754 3.547 -3.657
O 2.186 2.961 -2.616
C 2.203 5.142 -5.529
C 0.670 4.952 -3.664
C 4.469 1.693 -3.314
H 4.491 4.328 -5.361
H 5.663 3.417 -4.503
H 5.018 2.788 -6.019
H 2.391 0.805 -4.549
H 3.592 0.972 -5.805
H 2.279 2.698 -6.914
H 1.233 1.346 -6.551
H 0.161 3.510 -5.949
H 0.305 2.424 -4.587
H 2.821 5.900 -5.042
H 1.382 5.663 -6.025
H 2.782 4.688 -6.333
H 0.093 4.343 -2.966
H -0.052 5.455 -4.309
H 1.195 5.723 -3.094
H 5.000 2.317 -2.591
H 5.213 1.106 -3.857
H 3.850 0.983 -2.762
*
```

**E_HOMO (alpha / beta)**: -0.327 / -0.353 hartree
**Maximum force**: 3.510 eV/Å
**Energy**: -1932.01288 a.u.
**<S²>**: 2.009
**Frontier orbital gap (alpha / beta)**: 8.523 / 9.223 eV
**LUMO (alpha / beta)**: -0.3867 / -0.3911 eV


No. 2
# C28H42F6O14Pb

C28H42F6O14Pb as an isolated structure at a distorted geometry (wB97M-V/def2-TZVPD, OMol25).

```
! RIJCOSX wB97M-V def2-TZVPD def2/J DEFGRID3
* xyz 0 1
Pb -0.151 -0.111 -0.001
C -3.511 0.597 -0.631
O -2.661 1.727 -0.505
O -2.725 -0.485 -0.407
C -4.796 0.812 0.233
F -5.802 1.352 -0.467
F -5.228 -0.358 0.743
F -4.560 1.639 1.295
C -2.968 2.862 -1.314
C -1.897 3.938 -1.175
H -1.493 3.806 -0.170
H -1.114 3.856 -1.919
H -2.443 4.882 -1.200
H -3.969 3.243 -1.077
H -3.142 2.666 -2.382
H -3.978 0.487 -1.631
C 0.788 -3.413 -0.664
O -0.112 -3.248 0.448
O 0.930 -2.157 -1.152
C 2.081 -4.195 -0.340
F 2.730 -3.657 0.733
F 1.920 -5.506 0.010
F 2.958 -4.225 -1.360
C -0.653 -4.450 0.956
C -1.903 -3.999 1.740
H -2.414 -3.368 1.008
H -2.498 -4.790 2.194
H -1.701 -3.296 2.555
H 0.029 -4.900 1.683
H -1.153 -5.142 0.273
H 0.310 -4.111 -1.372
O 2.318 0.135 0.745
C 3.338 -0.132 0.154
O 3.866 0.711 -0.720
C 5.074 0.254 -1.275
C 5.553 -0.796 -0.237
C 4.224 -1.333 0.285
H 5.772 1.049 -1.524
H 4.809 -0.277 -2.197
H 6.185 -0.279 0.494
H 6.357 -1.421 -0.633
H 4.298 -1.649 1.322
H 3.715 -2.096 -0.306
O 1.177 1.775 -1.098
C 1.720 2.598 -1.780
O 2.459 3.620 -1.383
C 2.406 4.674 -2.335
C 2.233 4.021 -3.679
C 1.554 2.710 -3.304
H 3.324 5.246 -2.216
H 1.540 5.316 -2.151
H 3.206 3.752 -4.093
H 1.634 4.624 -4.355
H 2.005 1.841 -3.784
H 0.487 2.594 -3.504
O -0.526 0.265 -2.651
C -1.005 -0.144 -3.665
O -1.263 0.646 -4.741
C -2.069 -0.081 -5.705
C -1.886 -1.520 -5.355
C -1.517 -1.560 -3.859
H -1.551 0.157 -6.634
H -3.124 0.189 -5.736
H -1.100 -1.985 -5.954
H -2.698 -2.242 -5.472
H -0.747 -2.319 -3.731
H -2.282 -1.791 -3.119
O -0.261 -0.869 2.623
C 0.177 -1.570 3.480
O -0.456 -1.791 4.663
C 0.502 -2.391 5.570
C 1.276 -3.341 4.631
C 1.479 -2.353 3.467
H -0.149 -2.848 6.311
H 1.135 -1.603 5.983
H 0.601 -4.176 4.470
H 2.190 -3.573 5.176
H 1.678 -2.805 2.499
H 2.221 -1.583 3.695
O -0.688 1.763 1.599
C -0.949 2.283 2.659
O -0.429 1.934 3.808
C -1.238 2.360 4.933
C -2.579 2.692 4.246
C -2.050 3.298 2.934
H -0.700 3.190 5.386
H -1.403 1.514 5.596
H -3.097 3.448 4.840
H -3.239 1.831 4.171
H -1.596 4.249 3.216
H -2.786 3.328 2.136
*
```

**E_HOMO**: -0.268 hartree
**Maximum force**: 3.060 eV/Å
**Energy relative to the best compared isomer or geometry (same formula, charge and spin)**: 79.7 kJ/mol
**Energy**: -2937.53824 a.u.
**Frontier orbital gap**: 7.865 eV
**LUMO**: 0.5752 eV


No. 3
# C28H42FO14Rb

C28H42FO14Rb as an isolated structure at a distorted geometry (wB97M-V/def2-TZVPD, OMol25).

```
! RIJCOSX wB97M-V def2-TZVPD def2/J DEFGRID3
* xyz 0 1
Rb 1.662 3.132 -0.572
F 0.135 0.774 0.335
O -1.191 -2.568 -2.125
C -2.221 -2.036 -1.864
O -3.412 -2.615 -1.831
C -4.509 -1.695 -1.720
C -3.915 -0.360 -2.141
C -2.474 -0.546 -1.722
H -4.812 -1.760 -0.675
H -5.339 -1.934 -2.384
H -4.380 0.469 -1.607
H -3.798 -0.213 -3.214
H -2.302 -0.297 -0.675
H -1.727 0.028 -2.271
O 3.405 -1.525 -5.158
C 2.696 -0.608 -4.832
O 3.154 0.619 -4.751
C 2.188 1.500 -4.175
C 1.129 0.611 -3.460
C 1.239 -0.687 -4.236
H 1.745 2.033 -5.016
H 2.700 2.238 -3.557
H 0.207 1.179 -3.589
H 1.359 0.627 -2.395
H 0.605 -0.759 -5.119
H 1.015 -1.582 -3.657
O -5.062 0.666 1.210
C -4.184 0.391 1.974
O -4.380 -0.484 2.903
C -3.268 -0.720 3.736
C -2.350 0.375 3.393
C -2.798 0.967 2.070
H -2.848 -1.713 3.576
H -3.470 -0.738 4.807
H -1.342 -0.034 3.323
H -2.302 1.148 4.160
H -2.257 0.589 1.203
H -2.728 2.054 2.041
O 5.553 -2.978 -0.962
C 4.772 -2.036 -0.697
O 3.441 -2.298 -0.322
C 2.705 -1.070 -0.468
C 3.562 -0.102 -1.219
C 5.013 -0.551 -0.923
H 2.347 -0.703 0.494
H 1.795 -1.282 -1.029
H 3.449 0.916 -0.845
H 3.427 -0.151 -2.300
H 5.453 -0.110 -0.028
H 5.740 -0.359 -1.712
O -3.421 6.204 -0.114
C -2.874 5.199 -0.620
O -3.245 3.953 -0.236
C -2.562 2.942 -0.944
C -2.048 3.594 -2.196
C -1.961 5.107 -1.800
H -3.365 2.244 -1.184
H -1.803 2.419 -0.363
H -2.584 3.325 -3.106
H -1.028 3.340 -2.483
H -2.327 5.726 -2.619
H -0.996 5.463 -1.439
O 0.602 0.284 5.127
C 1.676 0.158 4.534
O 2.623 -0.690 4.983
C 3.781 -0.651 4.146
C 3.640 0.674 3.436
C 2.177 0.952 3.343
H 3.875 -1.447 3.407
H 4.627 -0.828 4.809
H 4.178 0.641 2.489
H 4.118 1.453 4.030
H 1.723 0.486 2.469
H 1.877 1.977 3.565
O 1.526 -5.366 1.754
C 0.857 -4.332 1.728
O 1.308 -3.263 2.401
C 0.389 -2.157 2.303
C -0.672 -2.612 1.263
C -0.429 -4.077 0.920
H 0.858 -1.259 1.899
H -0.077 -1.888 3.251
H -0.745 -1.902 0.440
H -1.639 -2.555 1.765
H -0.203 -4.221 -0.137
H -1.280 -4.695 1.208
*
```

**E_HOMO**: -0.351 hartree
**Maximum force**: 4.615 eV/Å
**Energy**: -2269.43887 a.u.
**Frontier orbital gap**: 7.732 eV
**LUMO**: -1.8082 eV


No. 4
# C28H42LiN5O5Si

C28H42LiN5O5Si as an isolated structure at a distorted geometry (wB97M-V/def2-TZVPD, OMol25).

```
! RIJCOSX wB97M-V def2-TZVPD def2/J DEFGRID3
* xyz 0 1
Li -0.205 -0.266 -0.235
C -3.732 3.469 -0.616
N -2.582 2.792 -1.163
C -2.404 2.879 -2.598
C -1.666 2.097 -0.465
O -0.743 1.520 -1.013
C -1.772 2.011 1.051
O -1.277 0.735 1.313
C -0.916 0.411 2.624
C -0.095 -0.855 2.400
O 0.621 -0.901 1.417
N -0.208 -1.905 3.233
C 0.455 -3.136 2.853
C -0.852 -1.924 4.520
H -4.475 3.577 -1.406
H -3.477 4.468 -0.250
H -4.184 2.894 0.191
H -3.335 2.632 -3.106
H -1.632 2.163 -2.877
H -2.092 3.884 -2.886
H -2.792 2.122 1.444
H -1.130 2.790 1.484
H -1.811 0.286 3.250
H -0.259 1.178 3.052
H 0.756 -3.044 1.812
H -0.238 -3.973 2.960
H 1.334 -3.315 3.476
H -1.507 -1.068 4.647
H -0.102 -1.917 5.318
H -1.444 -2.839 4.610
C 1.914 -0.904 -4.352
Si 1.925 -1.315 -2.470
C 2.750 0.119 -1.528
C 2.997 -2.903 -2.267
N 0.396 -1.437 -1.747
C -0.534 -2.341 -2.068
C -0.446 -3.303 -3.094
C -1.460 -4.194 -3.365
C -2.631 -4.183 -2.628
C -2.756 -3.265 -1.593
C -1.738 -2.379 -1.329
O -1.789 -1.502 -0.239
C -3.007 -1.256 0.305
C -3.937 -0.439 -0.331
C -5.109 -0.097 0.315
C -5.388 -0.599 1.577
C -4.490 -1.458 2.191
C -3.300 -1.775 1.564
H 2.911 -0.816 -4.775
H 1.393 0.031 -4.530
H 1.390 -1.672 -4.912
H 3.731 0.371 -1.920
H 2.848 -0.139 -0.480
H 2.122 1.000 -1.583
H 4.032 -2.769 -2.564
H 2.592 -3.719 -2.856
H 2.986 -3.222 -1.230
H 0.459 -3.330 -3.676
H -1.336 -4.917 -4.163
H -3.429 -4.883 -2.834
H -3.654 -3.246 -0.989
H -3.707 -0.081 -1.323
H -5.819 0.561 -0.165
H -6.306 -0.331 2.079
H -4.723 -1.875 3.161
H -2.580 -2.427 2.033
N 1.418 2.257 1.802
C 2.509 2.433 1.487
N 3.744 2.694 1.124
C 4.804 1.871 1.685
C 6.117 2.144 0.950
O 6.423 3.519 0.923
C 5.416 4.237 0.254
C 4.074 4.103 0.973
H 4.528 0.823 1.571
H 4.938 2.096 2.753
H 6.055 1.757 -0.077
H 6.945 1.663 1.476
H 5.320 3.875 -0.778
H 5.735 5.281 0.253
H 3.286 4.588 0.395
H 4.146 4.591 1.956
*
```

**E_HOMO**: -0.208 hartree
**Maximum force**: 1.007 eV/Å
**Energy**: -2039.22979 a.u.
**Frontier orbital gap**: 5.957 eV
**LUMO**: 0.2966 eV


No. 5
# C28H42NO2SiTl

C28H42NO2SiTl as an isolated structure at a distorted geometry (wB97M-V/def2-TZVPD, OMol25).

```
! RIJCOSX wB97M-V def2-TZVPD def2/J DEFGRID3
* xyz 0 1
O -0.598 1.625 -5.837
C -0.907 3.014 -6.274
C -1.155 2.594 -7.714
H -0.034 3.661 -6.123
H -1.783 3.362 -5.712
C -0.774 1.170 -7.236
H -0.488 3.038 -8.447
H -2.205 2.683 -8.000
C 0.535 0.609 -7.763
H 1.391 1.054 -7.231
H 0.632 0.829 -8.838
H 0.589 -0.486 -7.629
C -1.947 0.216 -7.400
H -2.880 0.709 -7.089
H -1.806 -0.710 -6.826
H -2.034 -0.054 -8.465
Tl -0.773 1.457 -3.556
C -2.003 0.014 0.184
C -2.418 1.378 0.150
C -3.151 1.581 -1.055
H -2.211 2.118 0.924
C -3.169 0.347 -1.775
C -2.441 -0.617 -1.012
H -2.265 -1.657 -1.283
H -1.456 -0.462 0.996
H -3.629 2.509 -1.371
H -3.672 0.167 -2.725
C 1.735 -1.148 1.358
C 0.730 -1.953 0.745
C 1.097 -2.157 -0.614
H -0.155 -2.359 1.233
C 2.337 -1.479 -0.841
C 2.739 -0.876 0.385
H 3.664 -0.328 0.552
H 1.727 -0.793 2.386
H 0.537 -2.744 -1.339
H 2.891 -1.450 -1.776
O 2.442 -1.732 -6.209
C 1.399 -2.298 -5.381
C 1.110 -1.353 -4.192
H 1.741 -3.284 -5.013
H 0.500 -2.484 -6.002
C 2.150 -0.214 -4.320
H 1.229 -1.867 -3.236
H 0.076 -0.991 -4.251
C 3.090 -0.672 -5.462
H 2.705 -0.028 -3.393
H 1.662 0.731 -4.597
H 4.035 -1.054 -5.020
H 3.318 0.144 -6.178
C -1.711 1.093 4.271
Si 0.121 0.948 4.669
C 0.559 1.973 6.185
C 0.579 -0.852 4.988
N 0.974 1.507 3.301
C 2.027 1.956 2.678
C 1.896 2.608 1.398
C 3.013 2.970 0.664
C 4.305 2.726 1.165
C 4.470 2.139 2.429
C 3.368 1.763 3.177
H -2.310 0.911 5.176
H -2.027 0.375 3.500
H -1.940 2.103 3.902
H 0.084 1.581 7.097
H 1.646 1.979 6.345
H 0.235 3.016 6.055
H 0.251 -1.505 4.166
H 1.667 -0.967 5.101
H 0.102 -1.203 5.916
H 0.882 2.774 1.028
H 2.892 3.456 -0.305
H 5.186 2.999 0.580
H 5.471 1.969 2.834
H 3.472 1.275 4.152
*
```

**E_HOMO (alpha / beta)**: -0.225 / -0.225 hartree
**Maximum force**: 3.410 eV/Å
**Energy relative to the best compared isomer or geometry (same formula, charge and spin)**: 96.6 kJ/mol
**Energy**: -1759.10104 a.u.
**Frontier orbital gap (alpha / beta)**: 4.742 / 4.873 eV
**LUMO (alpha / beta)**: -1.3783 / -1.2578 eV